(1)
Here is a 2-piece molecular cluster, C5H14NO overall from the Open Molecules 2025 dataset. Energies are from ωB97M-V with the def2-TZVPD basis set.

Calculated values
HOMO energy (Ha): -0.5564
Kohn-Sham gap (eV): 10.250
Net charge: +1
Molar mass (Da): 104.17

Element x y z (Å)
C: -2.263 0.013 -2.057
C: -2.157 -0.570 -0.652
C: -1.479 0.318 0.352
C: 0.063 0.359 0.155
C: 1.693 -0.560 1.714
N: 0.672 -0.705 0.973
H: -2.524 1.066 -2.049
H: -1.323 -0.131 -2.588
H: -3.004 -0.498 -2.677
H: -3.141 -0.901 -0.307
H: -1.645 -1.545 -0.673
H: -1.781 1.364 0.420
H: -1.597 -0.077 1.369
H: 0.280 0.128 -0.890
H: 0.471 1.293 0.508
H: 1.893 -1.325 2.449
H: 2.214 0.386 1.630
H: 0.218 -1.619 0.932
H: 4.337 0.390 -0.013
H: 4.512 1.775 0.585
O: 4.561 0.839 0.816

---

(2)
Here is a 2-piece molecular cluster, C5H14NO overall from the Open Molecules 2025 dataset. Energies are from ωB97M-V with the def2-TZVPD basis set.

Calculated values
HOMO energy (Ha): -0.5055
Kohn-Sham gap (eV): 10.627
Net charge: +1
Molar mass (Da): 104.17

Element x y z (Å)
C: 2.381 -0.173 0.002
O: 1.740 -0.186 1.364
C: 1.310 -0.429 -1.020
C: 0.881 0.598 -1.818
H: 3.158 -0.964 0.041
H: 2.842 0.841 -0.189
H: 2.225 -0.823 1.891
H: 0.817 -1.409 -0.968
H: -0.037 0.599 -2.387
H: 1.451 1.546 -1.784
C: -2.140 -0.117 -0.661
C: -1.443 0.690 0.433
N: -0.949 -0.250 1.494
H: -2.452 0.378 -1.568
H: -1.554 -0.984 -0.942
H: -3.070 -0.500 -0.233
H: -0.519 1.243 0.146
H: -2.156 1.408 0.922
H: -1.517 -1.088 1.447
H: -1.063 0.031 2.462
H: 0.094 -0.410 1.368

---

(3)
Here is a 2-piece molecular cluster, C5H14NO overall from the Open Molecules 2025 dataset. Energies are from ωB97M-V with the def2-TZVPD basis set.

Calculated values
HOMO energy (Ha): -0.4740
Kohn-Sham gap (eV): 9.599
Net charge: +1
Molar mass (Da): 104.17

Element x y z (Å)
C: -0.212 0.390 -1.071
C: -0.977 0.970 0.114
C: -0.814 0.193 1.395
C: -2.437 -1.568 0.595
C: -1.539 -1.133 1.456
N: 1.217 0.903 -1.114
H: -0.220 -0.678 -0.846
H: -0.607 0.530 -2.062
H: -2.036 1.039 -0.131
H: -0.718 2.028 0.234
H: 0.203 -0.003 1.779
H: -1.114 0.775 2.273
H: -2.828 -1.054 -0.271
H: -2.880 -2.540 0.781
H: -1.300 -1.631 2.379
H: 1.358 1.727 -0.538
H: 1.434 1.063 -2.094
H: 1.923 0.158 -0.896
H: 4.291 -0.067 -1.207
H: 3.731 -0.973 -0.164
O: 3.527 -0.130 -0.613

---

(4)
Here is a 2-piece molecular cluster, C5H14NO overall from the Open Molecules 2025 dataset. Energies are from ωB97M-V with the def2-TZVPD basis set.

Calculated values
HOMO energy (Ha): -0.5744
Kohn-Sham gap (eV): 12.428
Net charge: +1
Molar mass (Da): 104.17

Element x y z (Å)
C: 0.560 0.268 1.531
C: -0.774 0.208 0.823
N: -0.524 0.689 -0.634
C: -0.117 -0.496 -1.444
C: -0.667 -1.712 -0.721
C: -1.273 -1.237 0.605
H: 1.008 1.255 1.616
H: 1.233 -0.352 0.963
H: 0.459 -0.131 2.541
H: -1.512 0.893 1.243
H: 0.294 1.305 -0.594
H: -1.311 1.300 -0.861
H: -0.504 -0.414 -2.457
H: 0.966 -0.477 -1.466
H: -1.499 -2.246 -1.165
H: 0.057 -2.523 -0.702
H: -1.011 -1.712 1.551
H: -2.356 -1.201 0.533
H: 2.232 2.473 0.236
H: 2.370 2.355 -1.183
O: 2.368 1.758 -0.414

---

Consider the structures shown above. The least stable of them is (2).